Record 1
51
Properties=species:S:1:pos:R:3 method="wB97M-V/def2-TZVPD" de_lowest_kj_mol=4.88 smiles=CC(C)CCN1CCN(Cc2c(F)cccc2Cl)C[C@@H]1CCO homo_energy_ev=-8.0 orbital_gap_ev=8.80 lumo_energy_ev=0.792
C 1.224 5.827 2.595
C 0.288 5.505 1.431
C 0.432 6.564 0.340
C 0.585 4.100 0.896
C -0.431 3.637 -0.164
N -0.513 2.226 -0.448
C -0.945 1.365 0.627
C -1.492 0.065 0.038
N -0.490 -0.555 -0.810
C -0.926 -1.847 -1.314
C -1.017 -2.849 -0.197
C -2.226 -3.425 0.179
F -3.345 -3.084 -0.492
C -2.339 -4.338 1.212
C -1.203 -4.696 1.913
C 0.022 -4.148 1.577
C 0.102 -3.238 0.535
Cl 1.639 -2.586 0.136
C -0.135 0.354 -1.885
C 0.500 1.613 -1.284
C 1.821 1.247 -0.575
C 2.968 0.948 -1.542
O 2.830 -0.265 -2.243
H 1.113 5.096 3.394
H 2.260 5.817 2.263
H 1.005 6.812 3.001
H -0.744 5.524 1.801
H 0.265 7.556 0.753
H -0.289 6.403 -0.458
H 1.433 6.535 -0.086
H 1.593 4.094 0.476
H 0.560 3.399 1.733
H -0.226 4.140 -1.112
H -1.431 3.944 0.167
H -0.140 1.123 1.339
H -1.743 1.871 1.177
H -2.409 0.288 -0.536
H -1.748 -0.622 0.849
H -0.177 -2.190 -2.036
H -1.898 -1.782 -1.831
H -3.307 -4.748 1.452
H -1.270 -5.405 2.723
H 0.915 -4.423 2.116
H -1.024 0.647 -2.470
H 0.579 -0.134 -2.548
H 0.719 2.316 -2.096
H 1.650 0.368 0.050
H 2.129 2.071 0.067
H 3.914 0.942 -0.976
H 3.036 1.724 -2.309
H 2.674 -0.967 -1.598

---

Record 2
21
Properties=species:S:1:pos:R:3 method="wB97M-V/def2-TZVPD" de_lowest_kj_mol=341.27 smiles=CNC(Cl)(C[SiH3])NC homo_energy_ev=-9.0 orbital_gap_ev=9.80 lumo_energy_ev=0.832
C -2.230 1.198 -1.026
N -1.504 0.229 -0.253
C -0.121 0.293 0.180
Cl 0.297 2.014 0.732
C 0.798 -0.211 -0.993
Si 2.623 0.177 -0.834
N 0.038 -0.351 1.440
C -0.474 -1.697 1.803
H -2.956 1.680 -0.388
H -1.529 1.909 -1.381
H -2.724 0.680 -1.877
H -2.040 -0.005 0.546
H 0.482 0.445 -1.878
H 0.641 -1.298 -1.094
H 3.549 -0.478 0.173
H 2.916 1.709 -0.690
H 3.156 -0.407 -2.164
H 0.920 0.025 1.822
H 0.058 -2.461 1.303
H -0.336 -1.829 2.887
H -1.566 -1.624 1.691

---

Record 3
14
Properties=species:S:1:pos:R:3 method="wB97M-V/def2-TZVPD" total_charge=+1 de_lowest_kj_mol=29.24 homo_energy_ev="-14.8 / -14.6" orbital_gap_ev="10.63 / 5.54" multiplicity=4 lumo_energy_ev="-4.165 / -9.095"
O -0.856 1.477 1.490
C 0.441 1.358 1.471
C 1.209 1.957 0.060
O 2.079 1.050 -0.407
H -1.255 -1.214 -2.439
H 0.903 0.392 1.733
H 0.077 2.424 2.071
H 1.683 2.892 0.406
H 0.363 2.195 -0.610
Au 1.407 -0.517 -0.638
O 0.228 -1.573 -0.007
C -0.874 -1.861 -0.601
O -1.405 -2.959 -0.637
O -1.211 -0.903 -1.502